81
Properties=species:S:1:pos:R:3 method="wB97M-V/def2-TZVPD" de_lowest_kcal_mol=0.0 total_energy_ha=-3626.8236 total_charge=+2 e_lumo_ev="-6.185 / -5.408" homo_energy_ev="-13.52 / -13.52" spin_multiplicity=6
Sm 1.208 0.766 -1.479
C 3.083 2.191 -2.737
C 2.555 3.064 -1.774
C 1.220 3.352 -2.118
C 0.960 2.646 -3.324
C 2.122 1.939 -3.708
H 4.115 1.865 -2.845
H 3.100 3.602 -1.058
H 0.539 4.087 -1.690
H 0.075 2.822 -3.946
H 2.210 1.305 -4.566
C -1.987 2.774 0.364
P -0.515 1.852 0.879
C -1.166 0.471 1.936
N -2.052 0.859 2.831
C -2.363 0.014 3.843
C -3.251 0.463 4.858
C -3.525 -0.423 5.878
C -2.885 -1.682 5.975
C -2.016 -2.116 5.023
C -1.730 -1.250 3.923
N -0.923 -1.671 2.932
C -0.660 -0.850 1.935
P 0.204 -1.550 0.461
C 1.603 -2.417 1.260
C -0.989 -2.923 -0.048
C -2.421 -2.322 0.038
C -0.650 -3.313 -1.482
C -0.892 -4.148 0.849
C 0.444 2.890 2.124
C -0.226 2.987 3.485
C 1.799 2.239 2.247
C 0.684 4.300 1.548
H -2.592 3.056 1.211
H -2.667 2.171 -0.279
H -1.649 3.613 -0.247
H -3.734 1.414 4.822
H -4.265 -0.115 6.590
H -3.112 -2.341 6.795
H -1.611 -3.122 5.050
H 1.236 -3.204 1.917
H 2.190 -1.725 1.869
H 2.243 -2.901 0.535
H -2.439 -1.343 -0.415
H -2.750 -2.270 1.038
H -3.035 -3.006 -0.500
H -0.718 -2.463 -2.203
H -1.358 -4.097 -1.732
H 0.335 -3.717 -1.561
H -1.083 -3.972 1.910
H 0.098 -4.620 0.708
H -1.618 -4.904 0.516
H -0.194 2.052 4.017
H -1.264 3.375 3.377
H 0.339 3.725 4.038
H 1.689 1.183 2.505
H 2.410 2.734 2.998
H 2.374 2.331 1.281
H -0.240 4.899 1.597
H 1.031 4.335 0.497
H 1.435 4.845 2.139
Cl -2.449 0.444 -3.325
C -3.233 -1.013 -3.997
Cl -4.781 -1.361 -3.269
H -2.571 -1.862 -3.813
H -3.401 -0.843 -5.057
C 0.926 -0.644 -5.601
N 2.124 -1.311 -5.089
C 2.432 -1.462 -3.799
N 3.533 -2.139 -3.447
O 1.687 -0.994 -2.874
H 1.184 0.013 -6.407
H 0.488 -0.025 -4.816
H 0.177 -1.360 -5.987
H 2.722 -1.733 -5.775
H 4.146 -2.614 -4.115
H 3.617 -2.377 -2.489
N 3.371 0.410 -0.160
H 4.043 0.106 -0.866
H 3.485 -0.238 0.624
H 3.781 1.249 0.182